Below is a molecular structure, C38H42InN3O3S in a non-equilibrium geometry, with properties calculated with ωB97M-V/def2-TZVPD.

Geometry as XYZ:
```
88
Properties=species:S:1:pos:R:3:forces:R:3:mulliken_charge:R:1
In -0.516125 0.505981 0.058690 -0.4331 0.3305 -0.5166 1.0007
C 0.389692 -2.777796 -1.214159 0.6015 -0.0213 0.7096 -1.4713
C 0.069128 -1.809369 -2.303750 -0.1270 -0.5328 -1.3587 0.8056
C 0.130753 -2.331479 -3.638505 0.0679 0.7860 0.8752 -1.1764
C -0.018552 -1.508381 -4.689746 -0.3173 0.4167 -0.2770 -1.1572
C -0.425191 -0.170230 -4.507373 -0.2606 0.6929 0.6335 0.9571
C -0.797472 0.672067 -5.584602 -0.1271 0.6296 1.0582 -0.9948
C -1.382831 1.897565 -5.289537 0.2772 -0.1902 -1.2522 -0.6837
C -1.575676 2.309331 -3.971214 0.1099 -0.0619 0.0133 -0.8203
C -1.176735 1.538124 -2.898146 -0.0424 0.0490 0.0370 0.8611
S -1.572834 2.208465 -1.313198 0.2439 -0.4533 0.1021 -0.4934
C -0.567966 0.269835 -3.160700 -0.3902 0.0314 -0.1171 -0.4759
N -0.231250 -0.552682 -2.108983 -0.1118 0.2979 0.6955 0.7459
H 1.159437 -3.488053 -1.540207 -0.0987 0.2381 -0.1218 0.5461
H -0.457507 -3.397383 -0.901780 -0.0826 0.3166 -0.0940 0.4190
H 0.794900 -2.257170 -0.338645 -0.3063 -0.2884 -0.0658 0.0053
H 0.359539 -3.353225 -3.758852 0.2629 -1.0080 -0.1779 0.6519
H 0.085428 -1.836825 -5.700974 0.0950 -0.4201 -0.4857 0.4079
H -0.595207 0.323295 -6.578666 -0.1704 0.0365 -0.4070 0.4331
H -1.704781 2.586555 -6.099260 0.2929 -0.6696 0.5738 0.3229
H -2.050131 3.268506 -3.785359 0.0380 -0.1533 0.0299 0.4755
C 0.649315 3.833100 0.849978 0.5048 0.3400 -0.1738 -1.1467
C 2.166728 3.890441 0.545341 -0.1399 -0.3264 -0.0450 0.4738
C 2.963186 3.977187 1.869571 -0.7191 0.5260 -0.0471 -1.4774
C 2.756387 2.918109 -0.465368 -0.1096 -0.8935 0.3985 0.7529
C 3.627703 3.455723 -1.403817 -0.1716 -0.0431 -0.4129 -1.1469
C 4.239715 2.682682 -2.357089 0.2605 -0.5421 0.3399 -1.3911
C 4.099825 1.293009 -2.304041 0.8713 1.5200 -1.3548 -0.4847
C 3.258635 0.716880 -1.413082 -0.5924 -0.7489 0.9366 0.4638
C 3.129708 -0.782457 -1.336970 0.0812 -0.4318 -0.9438 3.3264
C 4.119339 -1.386732 -0.346431 0.2119 0.6271 0.5694 -1.5111
C 3.339713 -1.442395 -2.711200 -0.6334 0.1698 0.0086 -2.0187
C 2.560497 1.518795 -0.502613 0.1313 0.8608 -0.2107 -0.9579
N 1.611953 0.935818 0.370181 -0.2309 -0.4505 0.6971 1.4449
C 1.909147 0.860334 1.652307 0.0124 0.3024 -1.0654 -1.1457
C 0.944362 0.725463 2.619675 -1.7777 0.1329 0.4702 0.4144
C 1.013481 0.711867 4.015496 0.2096 -0.5804 0.5815 -1.6104
C -0.279382 0.671219 4.500460 0.4316 0.1557 -1.2562 -1.0488
C -1.141704 0.729755 3.368427 -0.2180 0.1736 0.6048 -0.5874
N -0.428378 0.779006 2.259455 1.0751 -0.0631 -0.6236 0.3613
C -2.662208 0.790889 3.451427 0.6081 -0.3295 0.2710 2.8449
C -3.161426 -0.616299 3.874855 -0.0815 0.6940 0.2339 -1.5861
C -3.029868 1.836238 4.525365 -1.5466 0.5491 -0.8488 -1.7786
C -3.272722 1.173141 2.116471 -0.2802 1.1717 0.1563 -1.4847
H 0.441037 4.740082 1.414694 -0.1819 -0.0098 0.2927 0.6031
H 0.365081 2.967860 1.452280 0.0676 0.2094 0.0344 0.2697
H 0.003716 3.877605 -0.028935 0.3563 -0.1146 -0.0591 0.0207
H 2.367947 4.812741 0.024739 -0.2672 0.6879 0.0579 0.6973
H 2.577430 3.267867 2.599091 0.0173 -0.0356 0.1196 0.2905
H 2.828875 4.996638 2.276861 0.0033 -0.4837 -0.0086 0.4337
H 4.022211 3.821367 1.752180 0.4328 -0.1337 -0.2166 0.3379
H 3.807589 4.512026 -1.470684 -0.1340 0.4434 0.2987 0.4396
H 4.863464 3.186348 -3.079265 0.1481 -0.2334 -0.2046 0.4051
H 4.650448 0.722117 -3.031888 0.0088 -0.2927 -0.0329 0.3343
H 2.105950 -0.989322 -1.047022 0.0796 -0.0605 0.2593 -2.0314
H 5.136405 -1.189667 -0.711481 -0.1320 -0.1374 0.0618 0.3660
H 3.995235 -2.469846 -0.227160 -0.0651 0.2520 0.0517 0.3909
H 4.046445 -0.866010 0.631337 -0.0203 -0.5366 -0.3680 0.2466
H 4.347479 -1.361377 -3.072297 0.6498 0.0274 0.0024 0.5495
H 2.706934 -1.009045 -3.481602 -0.1584 0.2468 -0.0114 0.4963
H 3.089852 -2.495300 -2.697368 0.0074 -0.3676 0.2404 0.3360
H 2.937295 0.993154 1.922032 0.5614 0.0798 0.3467 0.8261
H 1.927032 0.652172 4.590940 -0.0386 0.1022 0.0069 0.5383
H -0.588325 0.633978 5.505164 -0.2202 -0.0109 0.9683 0.6191
H -2.776973 -0.896812 4.871127 -0.1666 0.0539 -0.4492 0.3487
H -2.891984 -1.369608 3.140999 0.1924 -0.1214 -0.0477 0.1700
H -4.248316 -0.560050 3.900176 -0.1610 -0.1910 0.1989 0.4741
H -2.630281 1.585888 5.487978 0.2426 -0.0497 0.5039 0.3860
H -4.154881 1.940582 4.628185 1.1389 -0.3950 -0.1125 0.4038
H -2.698922 2.842792 4.220341 0.1703 -0.3742 0.1720 0.3497
H -3.155938 0.404449 1.377531 -0.1412 -0.4384 -0.3871 0.0807
H -2.818744 2.094977 1.712184 -0.0126 -0.2567 0.1750 0.1953
H -4.340689 1.421863 2.242847 0.3069 -0.3754 -0.1001 0.5131
O -1.010032 -3.490199 1.991979 0.0959 -0.3411 0.1546 -0.8553
C -2.118269 -3.912850 1.360023 -0.0923 -0.3247 0.0371 0.1948
C -2.528092 -5.215307 1.664455 -0.3120 0.0861 0.0648 -0.6466
C -3.702389 -5.728497 1.127479 0.8080 0.9142 0.3772 -0.4253
C -4.455970 -4.918561 0.281717 -0.7293 -0.9464 -1.0259 -0.6900
C -4.012614 -3.666825 -0.089113 -0.0627 0.3154 0.2409 -0.8721
C -2.839173 -3.121943 0.454791 -0.4298 -0.0488 -0.2223 0.3802
C -2.430113 -1.727695 0.049899 0.0623 -1.4250 0.6921 0.4510
O -3.063881 -1.072436 -0.735151 -0.3278 0.6725 -0.6248 -0.7164
O -1.328020 -1.331884 0.637792 0.1814 0.1926 0.0570 1.1320
H -0.879343 -2.583552 1.683969 0.3040 0.6613 -0.0668 0.2455
H -1.906795 -5.735543 2.388186 -0.1897 -0.1693 -0.1757 0.4506
H -4.020171 -6.712772 1.407743 -0.1846 -0.3482 -0.0307 0.4334
H -5.346691 -5.360841 -0.209699 0.5246 0.5285 0.4964 0.3295
H -4.604439 -3.057470 -0.770484 0.2493 -0.0918 0.0932 0.4325
```
Forces are in eV/Å.

- Orbital gap: 7.72 eV
- Lowest unoccupied orbital energy: -0.12 eV
- Multiplicity: 1
- Maximum force: 0.0431 hartree/bohr
- Highest occupied orbital energy: -7.85 eV